[1]
Entry from the OMol25 dataset: a structure of composition C22H23N5O3V (ωB97M-V/def2-TZVPD).

Its HOMO-LUMO gap (spin up / spin down) is 6.516 / 5.821 eV. The calculation puts the total energy at -62470.587 eV. The HOMO energy (spin up / spin down) comes out at -5.9 / -5.2 eV. As for the expectation value of S²: 0.78.

Structure (ORCA input):
```
! wB97M-V def2-TZVPD RIJCOSX def2/J DEFGRID3
* xyz 0 2
V 0.918 -0.094 -0.652
O 2.663 0.228 0.080
C 3.556 1.207 0.035
C 4.837 0.959 0.548
C 5.811 1.937 0.535
C 5.539 3.200 0.015
C 4.280 3.456 -0.496
C 3.276 2.483 -0.499
C 1.966 2.782 -1.088
N 0.995 1.925 -1.343
C -0.024 2.647 -1.937
C 0.336 3.950 -2.033
N 1.598 4.030 -1.494
H 5.033 -0.023 0.957
H 6.795 1.716 0.932
H 6.299 3.969 -0.001
H 4.089 4.438 -0.913
H -0.929 2.155 -2.249
H -0.175 4.809 -2.429
H 2.141 4.863 -1.382
O -0.827 -0.443 -1.418
C -1.766 -1.357 -1.257
C -3.046 -1.099 -1.774
C -4.072 -2.012 -1.633
C -3.858 -3.222 -0.975
C -2.597 -3.501 -0.479
C -1.539 -2.596 -0.613
C -0.211 -2.928 -0.078
N 0.836 -2.124 0.007
C 1.853 -2.861 0.590
C 1.413 -4.116 0.853
N 0.106 -4.155 0.428
H -3.192 -0.166 -2.302
H -5.050 -1.784 -2.041
H -4.661 -3.937 -0.855
H -2.445 -4.448 0.025
H 2.815 -2.413 0.769
H 1.899 -4.969 1.293
H -0.499 -4.953 0.450
C -2.776 1.653 0.403
N -2.482 0.519 1.259
C -3.578 -0.362 1.628
C -1.206 0.257 1.604
C -0.964 -0.945 2.487
O -0.270 0.984 1.257
H -3.240 1.312 -0.524
H -1.849 2.167 0.171
H -3.458 2.344 0.905
H -4.481 0.003 1.145
H -3.750 -0.371 2.706
H -3.408 -1.384 1.283
H -1.586 -0.915 3.383
H 0.086 -0.945 2.762
H -1.197 -1.869 1.957
*
```

[2]
Entry from the OMol25 dataset: the molecule C10H11N3O (ωB97M-V/def2-TZVPD).

Its HOMO-LUMO gap is 7.615 eV. The calculation puts the total energy at -17061.656 eV. The HOMO energy comes out at -7.4 eV. For the energy above the lowest of the compared OMol25 structures with the same formula, charge and spin, the calculation gives 107.8 kcal/mol.

Structure (ORCA input):
```
! wB97M-V def2-TZVPD RIJCOSX def2/J DEFGRID3
* xyz 0 1
C 3.133 -1.508 -0.546
C 2.597 -1.708 0.760
C 2.620 -0.453 -1.273
C 1.461 -1.035 1.147
C 1.538 0.277 -0.864
C 1.023 0.009 0.394
C -1.992 -0.215 -0.877
C -3.413 -0.313 -0.789
C -0.103 2.209 0.758
C -0.115 0.756 0.938
N -2.672 0.505 1.165
N -4.255 -0.737 -1.605
N -1.709 0.242 0.314
O -3.747 -0.040 0.521
H 4.088 -1.933 -0.712
H 3.229 -2.445 1.355
H 3.059 -0.234 -2.278
H 1.132 -1.242 2.154
H 1.169 0.981 -1.529
H -1.361 -0.538 -1.679
H -0.768 2.704 1.433
H -0.500 2.481 -0.243
H 0.894 2.563 0.743
H -0.165 0.502 1.985
H -5.142 -0.830 -1.272
*
```

[3]
Entry from the OMol25 dataset: the molecule C6H7N (ωB97M-V/def2-TZVPD).

The SMILES is C1[C@@H]2[C@H]3[C@@H]2N2[C@H]3[C@H]12. Its HOMO-LUMO gap is 10.002 eV. The calculation puts the total energy at -7820.088 eV. The HOMO energy comes out at -8.9 eV. For the energy above the lowest of the compared OMol25 structures with the same formula, charge and spin, the calculation gives 128.2 kcal/mol.

Structure (ORCA input):
```
! wB97M-V def2-TZVPD RIJCOSX def2/J DEFGRID3
* xyz 0 1
C 1.215 -0.296 -0.658
C -0.248 -1.151 -0.325
C -1.362 -0.165 -0.207
C -0.646 -0.713 1.027
N 0.025 0.619 1.300
C -0.644 1.157 0.087
C 0.806 0.903 0.088
H 1.446 -0.109 -1.729
H 2.090 -0.826 -0.231
H 0.405 -1.677 -0.978
H -2.401 -0.227 -0.537
H -0.986 -1.265 1.904
H -1.093 2.141 0.080
H 1.501 1.722 0.180
*
```